A molecular structure, C56H52N3O3PTi. Source: the Open Molecules 2025 dataset; level of theory: the ωB97M-V functional and the def2-TZVPD basis.

Geometry as XYZ:
```
116
Properties=species:S:1:pos:R:3:lowdin_charge:R:1
C -1.6708 -3.2236 -2.9354 -0.024
C 0.1552 -4.0328 0.2653 -0.025
C 2.7786 3.8055 -3.7510 -0.088
H -0.0268 4.6051 4.8850 0.104
P -0.5287 1.9641 -1.1149 1.112
C -1.8046 2.5822 1.8220 -0.121
C -2.0628 -4.9237 0.1836 -0.022
C -1.7367 -2.5177 -0.5398 -0.446
H 1.5013 -1.3836 4.4427 0.115
H 1.2709 4.5773 2.7713 0.110
H -3.1131 -4.8114 -0.0628 0.120
H 3.4153 1.0536 -2.9192 0.058
C 2.9280 -2.2264 -1.9418 -0.044
C 1.4201 2.4444 2.7158 -0.015
H -0.4623 -2.1124 5.3332 0.112
H 0.8743 -1.5864 -3.6319 0.063
H 3.4120 -2.1669 -0.9642 0.080
H -0.6065 2.4668 5.9878 0.105
C -1.6936 4.9850 1.4756 -0.041
C 3.2538 0.0401 2.9860 -0.145
H -3.2545 3.0509 -1.5747 0.101
C 4.1222 -0.0182 1.9034 -0.011
H -0.6017 -3.3183 -2.7860 0.116
C 6.0124 0.1704 3.3844 -0.097
C -3.1042 2.2067 -2.2348 -0.075
C -1.0498 3.5741 -0.3821 -0.286
H 1.4344 0.0351 -4.0860 0.066
H -4.4692 -2.3143 -1.2679 0.107
H -2.2967 -6.9472 0.8420 0.100
C -3.6106 -3.4137 -4.3429 -0.105
H -1.9945 5.0697 2.5131 0.116
H -2.3026 0.8060 3.1206 0.093
C -0.9552 -2.0667 4.3703 -0.032
H 0.1071 -7.2385 1.3668 0.098
H 3.7047 -0.1124 0.9088 0.098
C 1.2236 -1.3374 3.3885 -0.045
C 1.7366 -0.0388 2.7458 -0.465
C -1.8972 1.5150 -2.2228 -0.354
H 1.5393 3.3610 -5.4431 0.105
H 7.0825 0.2213 3.5393 0.098
C 0.2851 3.6644 4.4489 -0.104
C -3.9398 0.7250 -3.9348 -0.075
C -2.2683 -2.4776 4.2216 -0.045
H 6.1636 0.0027 1.2522 0.101
C -4.1245 1.8073 -3.0879 -0.076
C -4.3998 -2.9789 -3.2934 -0.088
H -2.6009 -0.8362 -4.5565 0.097
C -2.6790 -1.9260 0.5237 -0.054
C -0.9229 4.7318 -1.1558 -0.072
H -1.0785 6.8605 -1.2621 0.107
N -2.4694 1.6000 1.3734 0.044
C -2.8311 -2.4429 2.9615 -0.014
C 0.3830 1.2573 4.5166 -0.036
C 1.6472 3.2967 -4.3678 -0.076
C 5.4958 0.0480 2.1038 -0.075
O -2.8246 0.6577 2.3111 -0.046
C 3.7123 0.0680 -2.5613 -0.041
C 0.6213 -5.2440 0.7625 -0.070
C -1.1894 -3.8590 -0.0260 -0.146
H 1.6757 -5.3618 0.9807 0.103
C 1.1252 1.2329 3.3418 -0.130
C -0.2503 -1.6270 3.2548 -0.248
H 2.0611 -2.8847 -1.8607 0.066
H -0.2531 2.3397 -4.1002 0.104
C 1.9208 3.1062 -1.6204 -0.104
H -2.9171 -0.8971 0.2333 0.129
H 2.0035 2.4231 1.8019 0.116
H -0.8036 -0.1580 -3.0148 0.081
H 0.1411 0.3368 5.0312 0.100
H -5.0642 2.3450 -3.0874 0.102
H -1.5617 2.6683 2.8845 0.112
O -0.7070 -1.6250 -0.8003 -0.279
C -1.7262 0.4103 -3.0573 -0.099
C -2.4596 -2.7964 -1.8666 -0.144
H 5.5413 0.3343 5.4725 0.100
C 1.7551 -0.9501 -3.7407 -0.043
C 2.9135 3.7102 -2.3703 -0.083
C 0.7667 2.6171 -2.2314 -0.383
H 3.8021 4.0898 -1.8825 0.107
Ti 0.4651 -0.3351 -0.1311 0.840
C 3.7770 0.1701 4.2694 -0.031
H 0.8455 -3.2160 0.1027 0.092
H -3.8431 -2.7835 2.7895 0.117
H -2.8337 -2.8385 5.0716 0.109
C 2.4844 -0.8310 -2.3976 -0.692
H -4.7366 0.4124 -4.5981 0.104
C 0.6371 2.7125 -3.6100 -0.092
O 1.4996 -0.0985 1.3900 -0.294
H -0.6027 4.6532 -2.1856 0.109
H 4.2224 0.1892 -1.6033 0.074
H -1.6054 -3.8649 -4.9750 0.105
C -1.6032 -6.1304 0.6856 -0.078
C -2.2349 -3.5284 -4.1605 -0.081
H 3.6319 -2.6625 -2.6553 0.084
H 2.0410 3.0100 -0.5459 0.102
H -4.0575 -3.6603 -5.2977 0.100
H 4.4140 -0.3638 -3.2799 0.083
C -2.0792 -1.9554 1.8986 -0.268
C -2.7390 0.0277 -3.9197 -0.068
H 1.7679 -2.1437 2.8878 0.144
N -0.8192 -1.5381 2.0477 0.175
C -1.1816 5.9861 -0.6330 -0.064
H -5.4695 -2.8729 -3.4252 0.102
C -0.0375 2.4668 5.0663 -0.087
C -1.4823 3.7134 0.9405 -0.212
C -1.5480 6.1176 0.6993 -0.068
H -3.6125 -2.4868 0.5647 0.108
C -3.8263 -2.6684 -2.0624 -0.033
C 1.0168 3.6479 3.2651 -0.080
H -1.7259 7.0961 1.1260 0.106
C -0.2553 -6.2953 0.9786 -0.095
H 3.1101 0.2429 5.1217 0.114
H 2.4082 -1.3848 -4.5019 0.085
C 5.1472 0.2318 4.4693 -0.083
N 1.5930 -0.2989 -1.3976 -0.102
H 3.5588 4.2675 -4.3421 0.102
```

Computed properties:
LUMO energy (eV): 0.4
HOMO level (Eh): -0.2810
2S+1: 1
Energy above the lowest of the compared OMol25 structures with the same formula, charge and spin (kJ/mol): 135.2
Frontier orbital gap (eV): 8.057

A molecular structure, C56H53AgAsGeN5O3PS in a non-equilibrium geometry. Source: the Open Molecules 2025 dataset; level of theory: the ωB97M-V functional and the def2-TZVPD basis.

Geometry as XYZ:
```
122
Properties=species:S:1:pos:R:3:lowdin_charge:R:1
C 3.7443 5.8382 -3.0238 -0.096
H 0.1177 -5.9741 -0.5166 0.108
C 2.3773 -3.6439 -0.2232 -0.534
H 1.9641 -1.9555 2.3555 0.019
H -4.4479 -2.9707 4.7730 0.102
H -6.6266 -2.2638 3.8300 0.099
C -4.7673 1.1973 -0.3497 -0.021
H 0.9293 3.0950 0.3554 0.039
H 3.7852 -5.8516 1.6872 0.113
H 4.5349 6.0650 -3.7276 0.099
C -1.6445 -3.2020 -2.4925 -0.146
C -5.7483 -2.3163 3.1990 -0.096
H -5.0334 1.9212 0.4201 0.093
C -1.3162 2.0552 2.1017 -0.095
H 5.6968 1.9838 -5.1865 0.089
H -0.5386 6.9892 3.9961 0.100
H -2.9474 -5.6758 -0.3811 0.090
H 2.2011 6.6393 -4.2814 0.100
As 3.5937 4.2746 0.8825 1.317
H 6.5131 1.0235 -3.1531 0.110
C -3.8773 -3.6584 -1.7688 -0.130
H -0.2581 -4.1867 2.6011 0.074
H 0.9857 8.2590 2.5134 0.101
C 4.0421 5.2374 -1.8082 -0.132
O 1.0972 -2.3429 2.5635 -0.096
C -0.1686 1.3105 1.8532 -0.367
C 1.0389 -5.5000 -0.1979 -0.138
H -5.2318 -4.3329 -3.2858 0.101
C 1.2994 4.4274 2.7579 -0.099
H 1.8315 -7.2208 0.8349 0.100
C 1.7366 5.3597 -1.1822 -0.125
H 0.0480 -6.4724 3.4607 0.107
S 3.6182 -1.4129 -0.1090 0.594
C 2.0193 6.5124 1.8297 -0.136
C 1.0634 7.1808 2.5764 -0.089
H 4.0599 1.9372 -5.6293 0.089
H 3.6452 1.7453 0.5136 0.039
C -1.9760 -3.5721 -3.7872 -0.086
C -1.2542 -7.3627 2.0109 -0.096
H 0.6220 -1.6684 3.0621 0.031
H -4.6232 -3.7350 -0.9871 0.090
H -1.1443 2.2701 5.4841 0.108
C 5.4946 0.7220 -2.9373 -0.027
H 1.5484 0.3865 2.7440 0.084
C -1.7620 3.1702 -2.3781 -0.083
C 3.1773 0.6020 -3.5886 -0.022
H -1.2268 -3.5569 -4.5694 0.103
H -1.9511 2.3701 1.2853 0.084
N -2.6082 -0.0435 0.3786 0.183
H 2.3887 0.8103 -4.3027 0.111
N 4.8093 1.5209 -5.1057 0.105
C 4.4918 0.9811 -3.8789 -0.325
C -3.4975 -2.5100 1.5405 -0.309
H 2.7116 2.1742 1.9197 0.043
C 0.6359 0.9385 2.9348 -0.146
C 2.1432 5.1241 1.8988 -0.416
C 1.4300 5.9295 -2.4072 -0.083
H -0.3145 4.5254 4.1589 0.082
N 1.2003 -4.2309 -0.5597 0.082
C -4.5298 -2.7209 3.7224 -0.084
C -1.6630 2.3922 3.4022 -0.090
O 2.8952 -0.6984 0.9529 -0.431
P 0.4666 0.7982 0.2124 1.072
O 4.9059 -1.8875 0.3061 -0.300
H 0.9282 0.9862 5.0579 0.112
H -1.9168 0.2087 -4.0137 0.105
C -0.8683 2.0066 4.4712 -0.100
Ge -1.9023 -2.8869 0.3870 1.019
C 3.0587 -5.4463 0.9891 -0.116
H 1.8826 -0.4172 -2.2299 0.076
C 1.6052 2.2918 0.0556 -0.378
H -4.8027 -1.8223 -0.0107 0.076
H 1.3793 3.3502 2.8558 0.070
H -0.6561 -0.4945 -2.0084 0.052
H 5.0648 4.9638 -1.5722 0.088
H -3.5443 -4.2586 -5.0867 0.100
H 0.4083 6.2067 -2.6362 0.100
H 1.8281 2.4158 -1.0034 0.080
C 0.3347 5.0930 3.5036 -0.078
N 3.2777 -4.2036 0.6012 0.132
C 0.2112 6.4701 3.4128 -0.089
C -2.0961 -7.1298 0.9321 -0.088
H -2.0609 4.2069 -2.4780 0.102
C 2.4350 6.1719 -3.3329 -0.094
C -3.5736 0.4853 0.0572 -0.233
H -4.5752 1.7081 -1.2928 0.083
C 2.8916 -0.0768 -2.4207 -0.084
H -1.0980 -8.3722 2.3708 0.100
H -0.8360 3.5046 -0.4881 0.094
H -2.4720 -3.1454 3.3130 0.090
C -0.9632 0.5391 -2.1257 -0.136
C 3.8996 -0.3616 -1.5110 -0.298
H 5.9729 -0.1940 -1.0517 0.114
C -0.6131 -6.2951 2.6207 -0.095
C -4.7226 -2.0771 1.0398 -0.162
C -5.8424 -1.9891 1.8532 -0.089
C -2.5854 -3.2332 -1.4600 -0.309
C 0.2891 1.2789 4.2341 -0.075
Ag 0.5171 -1.9444 0.0458 0.648
H -2.6084 2.5844 -4.2584 0.102
H 0.9480 5.2261 -0.4519 0.090
H -2.5591 2.9723 3.5872 0.109
C -0.7994 -5.0062 2.1416 -0.147
C 1.9733 -6.1890 0.5524 -0.058
H -2.5943 -7.9578 0.4421 0.101
C -4.2200 -4.0138 -3.0667 -0.088
C 2.8773 2.4185 0.8693 -0.413
C 3.0432 4.9882 -0.8713 -0.407
C -1.6776 0.9334 -3.2450 -0.072
C 5.1996 0.0508 -1.7686 -0.058
C -0.6470 1.4444 -1.1111 -0.387
H -0.6240 -2.9096 -2.2640 0.055
N 2.5875 -2.4325 -0.7914 -0.163
H 2.6763 7.0738 1.1738 0.102
C -3.4175 -2.8148 2.8980 -0.107
H -6.7947 -1.6673 1.4477 0.099
H -5.5923 0.4975 -0.4793 0.083
C -3.2726 -3.9711 -4.0788 -0.094
C -1.6407 -4.7573 1.0577 -0.327
C -2.2910 -5.8372 0.4646 -0.110
C -1.0569 2.7683 -1.2508 -0.102
C -2.0718 2.2583 -3.3762 -0.091
```

Computed properties:
LUMO energy (alpha / beta) (eV): 0.4 / -1.8
HOMO level (alpha / beta) (Eh): -0.2703 / -0.2850
2S+1: 2
<S²>: 0.76
Energy above the lowest of the compared OMol25 structures with the same formula, charge and spin (kJ/mol): 157.5
Frontier orbital gap (alpha / beta) (eV): 7.705 / 5.964

Which formula does entry 1 have? C56H52N3O3PTi